No. 1
173
Properties=species:S:1:pos:R:3 method="wB97M-V/def2-TZVPD" e_lumo_ev=-2.567 de_lowest_kcal_mol=0.0 homo_lumo_gap_ev=7.86 total_charge=+1 e_homo_ha=-0.3830
Cl -1.18738 -2.31803 -2.39822
S -5.03525 -1.42178 -0.11411
P -0.33647 -1.89572 -0.53485
F 2.28214 -4.04448 0.20068
F -0.90241 0.53562 2.89435
F 2.87017 -4.75630 2.13442
F 5.23990 -2.72802 1.35922
F 4.73031 -3.76798 -0.45562
F 5.13655 -4.87322 1.30958
O -2.66590 4.11778 1.67471
O -1.40465 -2.51629 0.55251
O -2.46583 2.71450 -2.50427
O 3.89323 2.78055 1.46294
O -0.91045 2.80206 -1.05254
O 1.43720 2.58529 1.30876
N -2.21940 3.15980 -1.46429
N -12.58564 -4.07315 -5.03010
N -10.61546 -2.73977 -1.37098
N -2.19898 8.52066 -2.00387
N -2.81273 -0.06963 -0.94110
N 3.54053 -9.59908 -0.48803
N 7.86830 -2.19063 -3.41710
N 2.46075 2.89947 -1.85983
N 5.35642 5.82251 4.40419
N -2.13320 1.71740 0.53109
N -12.09870 -0.02146 -5.30440
N 9.15153 -10.53446 -2.89209
N 5.23146 4.43199 9.69962
N 0.70385 0.65497 0.40316
C 1.78937 3.90388 0.97970
C 6.13419 2.27639 10.24452
C 2.45261 -8.00128 1.51787
C 2.46955 -1.26721 0.94125
C 8.08499 -8.92338 -0.88640
C 2.44173 -9.96354 0.17272
C -10.47050 -0.54389 -2.33054
C -9.37085 -2.58235 -0.92130
C 5.26007 7.22483 6.80998
C -11.08683 -0.06403 -7.89913
C -14.37624 -3.89186 -6.61726
C 8.05192 -10.88765 -2.22615
C -0.23098 1.72793 2.61332
C -12.65922 0.69243 -6.28196
C -2.41384 10.47939 -3.37364
C 4.18177 7.24292 5.94177
C 3.35435 3.98739 0.94216
C 7.54325 -3.80598 -1.67388
C 5.63505 3.52361 10.58868
C 6.38740 6.49848 6.46320
C 4.28027 6.52681 4.75947
C -3.35020 8.85459 -1.41708
C 6.38552 5.82105 5.25505
C -0.97723 2.62790 0.41646
C 1.85886 -9.20545 1.17734
C -13.03009 -5.29265 -4.72538
C 1.65564 1.96341 -1.70792
C 9.71835 -9.37623 -2.55561
C 1.77750 0.88031 -0.64038
C -3.60759 10.80524 -2.75178
C 6.21659 1.95138 8.90062
C 3.59674 -7.60418 0.84491
C 0.78818 2.14735 3.69312
C 2.58639 -2.46710 1.94547
C 0.22162 1.95386 1.09542
C -0.97800 5.54450 0.49421
C -12.19704 0.70519 -7.58890
C -3.77723 -0.58583 -0.48393
C -0.43076 -0.03061 -0.33388
C -11.14334 -1.72785 -2.06172
C 7.47896 -10.12268 -1.22130
C -8.61337 -1.44059 -1.13077
C -1.85715 0.32438 0.17226
C -14.13478 -5.88117 -5.32179
C 3.05205 -3.74135 1.25394
C 9.04187 -2.76684 -3.67851
C 5.51974 1.72301 2.89184
C 4.09524 -8.43608 -0.14600
C 4.57354 -3.75350 0.85890
C -9.17898 -0.40142 -1.85234
C -13.25832 -3.39824 -5.96260
C 9.53401 -3.86365 -2.98669
C -11.03252 -0.75687 -5.62420
C -10.48842 -0.81149 -6.89815
C -4.09007 9.97716 -1.75195
C 8.76534 -4.39064 -1.96274
C 9.23014 -8.53871 -1.56479
C 5.18280 2.97036 2.03179
C -14.82021 -5.16170 -6.28724
C 5.80091 2.88018 7.96034
C 7.14404 -2.71504 -2.42894
C -0.53300 5.84566 -0.96208
C -1.75372 9.33142 -2.96555
C 1.36369 -0.27696 1.39332
C 5.32055 4.10001 8.41142
B -1.53269 4.10348 0.83553
H 9.11359 -5.24573 -1.39708
H -1.03204 2.44360 2.87715
H 5.38446 1.91069 3.96483
H -9.62022 -1.42430 -7.09941
H 7.24800 5.24303 4.94028
H 9.60992 -2.31793 -4.48590
H 0.01287 6.79500 -1.02822
H 4.98657 4.85685 7.71667
H -4.15489 11.69314 -3.04240
H -10.60315 -1.32754 -4.80932
H -0.81723 9.03518 -3.42646
H 2.77397 1.05370 -0.21776
H 3.67925 4.79478 1.62346
H 6.44906 1.57953 11.00923
H 7.61524 -11.83567 -2.52046
H 3.44899 -0.76794 0.97716
H 5.26573 3.85639 2.69146
H 3.45855 6.50948 4.05008
H -1.38747 5.94321 -1.64269
H -5.01859 10.19668 -1.24279
H 1.88145 0.26967 2.18891
H -10.94794 0.24264 -2.89925
H 3.73966 4.25380 -0.05002
H 1.73561 1.60417 3.71185
H 5.84844 2.66505 6.90053
H 3.31182 -2.15095 2.70237
H 10.61018 -9.11548 -3.11549
H 2.38367 -1.70116 -0.05730
H 2.19399 3.48730 -2.64869
H 6.58307 -10.45840 -0.71532
H -8.96851 -3.42308 -0.36489
H -12.15706 -1.88342 -2.41415
H 1.61734 -2.70319 2.40502
H 9.73454 -7.61041 -1.33188
H 6.59977 0.98691 8.59042
H -12.87177 -2.41213 -6.18850
H -8.61967 0.50758 -2.03954
H -2.53782 1.72472 1.46073
H 2.02969 -7.38023 2.29810
H -3.68788 8.17903 -0.63761
H 1.41405 4.28621 0.02619
H 5.22279 7.76865 7.74552
H 6.91669 -4.18641 -0.88355
H 4.09208 -6.67181 1.08031
H -12.69296 1.30207 -8.34233
H 7.24910 6.45927 7.11539
H -14.44920 -6.87601 -5.03662
H 0.63027 -0.90606 1.91717
H 3.28395 7.79868 6.17595
H -12.46411 -5.81603 -3.96219
H -2.34989 4.48075 2.51900
H 0.27888 1.93987 4.64933
H 4.98714 -8.16697 -0.70367
H 1.49709 4.58536 1.79564
H 2.01449 -10.91478 -0.12555
H -7.60696 -1.36769 -0.73944
H -15.68903 -5.58536 -6.77590
H 6.57898 1.48448 2.73048
H -1.56348 -3.45493 0.35929
H -0.42600 0.33320 -1.37278
H -14.88392 -3.29742 -7.36497
H -0.12895 5.82180 1.14431
H 5.54899 3.82078 11.62815
H -10.69359 -0.08040 -8.90818
H 4.92571 0.84766 2.59755
H 1.76025 -0.01858 -1.27369
H 0.94869 3.22971 3.69446
H -1.73385 6.30862 0.73156
H 0.82290 1.88625 -2.42657
H -13.52261 1.28130 -5.99114
H -2.14853 -0.29345 1.03393
H 10.49338 -4.29155 -3.24404
H 5.93014 2.99190 1.22220
H 6.19340 -2.22637 -2.24056
H -2.00345 11.10069 -4.15790
H 0.96480 -9.55076 1.67878
H 7.67031 -8.29643 -0.10543
H 0.12973 5.09009 -1.41172

No. 2
152
Properties=species:S:1:pos:R:3 method="wB97M-V/def2-TZVPD" e_lumo_ev="-6.104 / -6.435" multiplicity=4 homo_lumo_gap_ev="5.62 / 5.27" s2=3.778 total_charge=+2 e_homo_ha="-0.4308 / -0.4300"
Re 0.69978 -0.72567 -0.08281
Te 3.03868 2.04288 -2.59591
P 3.11349 -0.37321 -0.34469
P 0.06110 -0.17052 2.41213
P -2.85311 2.14786 0.20272
Si 0.41075 1.76397 -0.22601
O -4.76584 -2.36453 -0.22075
O -1.39421 -1.89710 -0.49488
N 1.02574 -2.85308 -0.57423
C -0.08566 3.85117 1.68765
C -0.64000 2.85901 -1.40344
C 0.41794 -1.09655 -2.14574
C -1.10449 -5.55863 -1.07365
C -3.01607 -3.56301 -1.23592
C 2.41433 0.38697 3.82229
C 5.35560 3.83778 -3.18780
C -3.50115 4.84021 1.17752
C 0.04766 2.47515 1.49488
C -2.17927 4.68802 -2.92634
C -0.06181 -5.34992 1.90590
C -4.18276 -2.63561 -3.77356
C 5.03227 -0.31975 1.92963
C -2.28732 -0.32887 4.10248
C 0.79056 -1.08439 5.07786
C 4.09932 -1.21746 -1.69747
C 4.94640 3.21962 0.38767
C -1.71645 -2.33381 2.72364
C 0.38644 -3.83253 -0.02254
C -6.10426 -1.91779 -5.02290
C -0.11872 3.54251 -2.51009
C -5.04254 0.51902 -0.00769
C 3.31699 5.07606 -2.73235
C 3.44434 1.46275 -0.37697
C -2.66069 -7.29292 -2.04498
C -2.33534 -5.89601 -1.59080
C 0.87815 -2.55527 -2.03563
C -4.22498 2.88543 2.51899
C 4.01317 3.87181 -2.81885
C 4.33632 -2.53676 1.00307
C 3.84118 4.11286 0.47144
C -3.96198 3.38533 1.09504
C -3.48997 0.56910 -2.00534
C -1.72905 -3.14429 -0.79387
C -0.27010 3.56242 4.06135
C -4.24063 -2.69719 -1.25965
C -4.12847 1.37176 -0.87912
C 3.91009 -1.07305 1.21288
C -3.27112 -4.86722 -1.63081
C -1.99242 3.10654 -1.09105
C 1.15536 -5.14326 3.97112
C -6.20666 -2.01873 -2.62527
C -0.82667 -4.25528 -0.67727
C 1.31522 -0.67669 3.70179
C 2.60094 3.71758 0.09612
C -1.64083 -0.81111 2.80396
C -0.21737 4.39568 2.95509
C -0.85804 4.44546 -3.25622
C 3.98322 6.25479 -3.01844
C 6.01050 5.02884 -3.47187
C -0.20036 2.19041 3.88566
C -0.03626 1.63957 2.61451
C 1.85397 -4.06201 3.44600
C -4.88280 -2.45170 -2.58506
C -2.73335 4.00585 -1.85981
C 4.75871 1.94184 -0.01510
C 2.30579 2.37847 -0.33963
C 0.19427 -5.77905 3.19931
C 5.58936 -0.87491 -1.60499
C -4.78929 -2.36061 -4.99009
C -6.81569 -1.75340 -3.83931
C 0.65502 -4.28314 1.35898
C 5.32541 6.23121 -3.38652
C 1.59948 -3.64412 2.15417
C 3.68460 -1.15240 -3.17766
H -2.69167 1.11729 -2.51102
H -5.46962 1.08247 0.82132
H 5.93689 3.56159 0.65707
H 0.28873 -0.27182 5.59912
H 3.86745 -2.12721 -3.63239
H 3.95625 -2.25207 -1.38316
H -7.84602 -1.42446 -3.86782
H -2.75798 -2.64189 2.82985
H -4.49858 -0.33583 0.39392
H 5.31477 -2.59866 0.53019
H -3.31803 2.98973 3.11863
H 4.41953 -3.01404 1.97954
H -0.66335 -1.01775 -2.26364
H 5.97172 -0.32871 1.37995
H -2.20136 -0.38075 1.96509
H 1.35244 -5.47805 4.98083
H -3.57845 -7.31095 -2.63030
H 5.59727 1.26843 -0.08183
H -1.85917 -7.70504 -2.65831
H 5.88623 2.89686 -3.26188
H 4.77466 0.70688 2.17581
H -0.38294 3.97597 5.05477
H -4.24129 -2.49943 -5.91280
H -4.24253 0.32223 -2.75390
H -2.77188 5.39151 -3.49624
H -0.33113 -6.31437 -0.97771
H -0.83513 -5.83508 1.33006
H -4.53555 1.84239 2.55590
H 3.62865 -3.12131 0.41724
H 0.22462 -3.25190 -2.55542
H 2.59671 -3.55549 4.05155
H -3.33304 -0.64072 4.07674
H -0.40222 4.94729 -4.10037
H -5.00784 3.48378 2.98966
H 3.32345 -0.06895 4.21849
H -4.71969 2.18647 -1.31192
H -2.27779 0.75211 4.21658
H -3.14054 5.24594 0.23502
H -0.29733 5.46834 3.07861
H -6.74682 -1.90559 -1.69401
H 5.83483 7.15786 -3.61433
H 2.11507 -2.79140 1.74375
H -0.26269 1.55487 4.75772
H 0.86704 -0.54253 -2.96599
H -3.77841 4.16579 -1.62448
H -0.11342 4.51418 0.82941
H -6.58116 -1.71228 -5.97234
H 5.21230 -0.84350 2.87032
H -1.37618 -2.70012 1.76463
H 1.76340 -1.57822 3.28223
H -1.83989 -0.78569 4.98157
H 0.89193 3.36806 -2.83041
H 7.05249 5.01227 -3.76115
H -1.13976 -2.81072 3.52021
H -2.71576 4.95082 1.91766
H 5.99827 -0.92824 -0.60055
H -4.90151 3.35666 0.53436
H 3.99659 5.11840 0.84042
H 2.64330 -0.91072 -3.34328
H 0.11215 -1.93330 5.01780
H -3.15815 -2.98604 -3.74487
H 3.45121 7.19509 -2.96247
H 1.78319 4.41921 0.16265
H -2.79845 -7.96302 -1.19434
H -0.36792 -6.60799 3.60709
H 2.65397 0.86249 2.86651
H 4.29518 -0.43137 -3.71612
H -3.08229 -0.36499 -1.61534
H -4.26908 -5.09384 -1.99423
H 5.78205 0.11707 -2.01671
H 3.05994 -1.05970 1.89680
H 6.13881 -1.59145 -2.21778
H 2.26978 5.10258 -2.45798
H -4.34132 5.45781 1.50181
H -5.87336 0.13264 -0.59454
H 1.64255 -1.38562 5.69180
H 2.11788 1.18204 4.50313
H 1.88154 -2.66273 -2.44696